Below is a molecular structure, C2H8O4 at a distorted geometry, with properties calculated with wB97M-V/def2-TZVPD.

Last column: Mulliken charge in e.
Positions of all 14 atoms, in Å:
H1 0.25 0.51 -1.33  0.45
O1 -0.69 0.76 -2.13  -0.55
O2 0.98 0.27 -0.57  -0.60
H2 -1.44 0.96 -1.56  0.36
H3 -0.54 1.59 -2.55  0.37
C1 0.63 -0.51 0.41  0.83
O3 -0.50 -0.84 0.73  -0.70
C2 1.81 -1.11 1.10  -1.09
H4 2.74 -0.56 0.94  0.31
H5 1.77 -1.09 2.15  0.34
H6 2.01 -2.16 0.81  0.26
O4 -2.50 0.86 0.35  -0.70
H7 -1.85 0.09 0.51  0.46
H8 -2.69 1.25 1.14  0.26

Output
**ΔE to the lowest compared entry with this formula, charge and spin**: 15.7 kcal per mole
**HOMO-LUMO gap**: 10.76 eV
**E**: -381.97286 hartree
**Largest force on an atom**: 0.101 hartree/bohr

=====

Below is a molecular structure, C24H43BeNP2 at a distorted geometry, with properties calculated with wB97M-V/def2-TZVPD.

Last column: Mulliken charge in e.
Positions of all 71 atoms, in Å:
P1 0.34 2.67 2.39  1.23
P2 -1.39 2.08 -0.42  0.76
C1 -0.57 4.00 1.45  -0.93
C2 -1.82 3.46 0.75  -1.10
H1 0.17 4.43 0.74  0.34
H2 -0.82 4.78 2.18  0.50
H3 -2.55 3.05 1.47  0.51
H4 -2.29 4.28 0.19  0.59
C3 -0.92 3.22 -1.82  -1.45
H5 -0.74 2.65 -2.74  0.39
H6 -0.01 3.78 -1.57  0.36
H7 -1.74 3.93 -2.02  0.40
C4 -3.14 1.94 -1.05  -1.36
H8 -3.58 2.95 -1.15  0.53
H9 -3.75 1.32 -0.37  0.32
H10 -3.16 1.46 -2.04  0.33
C5 1.07 3.66 3.75  -1.27
H11 1.73 3.03 4.36  0.40
H12 0.29 4.12 4.36  0.41
H13 1.72 4.43 3.30  0.37
C6 -1.08 1.67 3.08  -1.29
H14 -1.65 1.22 2.25  0.20
H15 -1.73 2.32 3.68  0.41
H16 -0.69 0.86 3.72  0.34
Be1 1.18 0.84 2.24  -0.09
C7 -2.34 -1.82 -4.28  -0.43
C8 -1.47 -0.80 -4.36  -0.61
C9 -0.54 -0.33 -3.28  0.08
C10 0.03 -1.40 -2.33  -1.04
C11 -0.75 -1.55 -1.08  0.21
C12 -2.07 -1.52 -0.84  -0.36
C13 -3.12 -1.78 -1.85  -0.72
C14 -2.63 -2.63 -3.06  -0.82
C15 1.63 0.17 3.80  -1.59
H17 -2.92 -2.11 -5.16  0.35
H18 -1.48 -0.18 -5.27  0.32
H19 -1.02 0.46 -2.68  -0.69
H20 0.31 0.16 -3.78  0.68
H21 0.18 -2.36 -2.85  0.44
H22 1.06 -1.08 -2.06  0.17
H23 -0.12 -1.42 -0.18  0.22
H24 -2.45 -1.34 0.17  0.46
H25 -3.61 -0.85 -2.18  0.15
H26 -3.95 -2.33 -1.36  0.46
H27 -1.76 -3.23 -2.74  0.27
H28 -3.42 -3.36 -3.31  0.46
H29 0.93 -0.60 4.18  0.41
H30 1.62 0.98 4.55  0.49
H31 2.63 -0.28 3.70  0.23
C16 -0.03 -4.00 1.03  -1.06
N1 1.07 -3.16 0.62  0.51
C17 1.80 -3.61 -0.52  -1.34
C18 1.59 -2.17 1.53  -1.20
C19 2.54 -1.16 0.92  0.18
C20 3.79 -1.62 0.43  -0.07
C21 4.64 -0.71 -0.21  -0.74
C22 4.30 0.64 -0.28  -0.87
C23 3.13 1.09 0.35  -0.59
C24 2.26 0.20 0.97  1.03
H32 0.28 -5.06 1.17  0.35
H33 -0.78 -4.00 0.22  0.22
H34 -0.50 -3.63 1.96  0.28
H35 2.42 -2.83 -0.96  0.47
H36 2.45 -4.48 -0.30  0.29
H37 1.08 -3.92 -1.29  0.36
H38 0.71 -1.66 1.96  0.13
H39 2.10 -2.67 2.38  0.48
H40 4.06 -2.67 0.52  0.47
H41 5.58 -1.07 -0.64  0.37
H42 4.97 1.37 -0.76  0.38
H43 2.90 2.16 0.43  0.34

Output
**ΔE to the lowest compared entry with this formula, charge and spin**: 4.0 kcal per mole
**HOMO-LUMO gap**: 7.61 eV
**E**: -1692.37319 hartree
**Largest force on an atom**: 0.064 hartree/bohr

=====

Below is 6 unconnected molecules or ions with the total composition C6H24N12O6 at a distorted geometry, with properties calculated with wB97M-V/def2-TZVPD.

Last column: Mulliken charge in e.
Positions of all 48 atoms, in Å:
N1 -1.36 1.99 1.65  -0.33
C1 -0.22 2.57 2.17  0.67
N2 -0.42 3.05 3.43  -0.48
O1 0.84 2.65 1.48  -0.79
H1 -2.12 1.88 2.27  0.25
H2 -1.20 1.28 0.93  0.10
H3 0.37 3.63 3.87  0.26
H4 -0.99 2.44 4.06  0.21
N3 -0.69 -1.79 5.27  -0.44
C2 -0.02 -0.60 4.96  0.54
N4 1.14 -0.89 4.29  -0.42
O2 -0.44 0.54 5.17  -0.64
H5 -1.55 -1.62 5.71  0.23
H6 -0.21 -2.54 5.76  0.23
H7 1.09 -1.71 3.71  0.24
H8 1.64 -0.17 3.84  0.27
N5 0.96 -2.16 0.01  -0.27
C3 0.39 -2.27 1.22  0.54
N6 -0.83 -1.67 1.36  -0.15
O3 0.92 -2.88 2.11  -0.76
H9 1.93 -2.42 -0.14  0.24
H10 0.60 -1.46 -0.59  0.07
H11 -1.45 -1.62 0.61  0.02
H12 -1.13 -2.07 2.23  0.25
N7 1.68 0.23 -4.51  -0.27
C4 0.38 0.42 -4.79  0.63
N8 -0.03 0.23 -6.09  -0.46
O4 -0.42 0.85 -3.94  -0.71
H13 2.06 0.32 -3.61  0.19
H14 2.42 -0.12 -5.11  0.20
H15 0.56 -0.31 -6.74  0.18
H16 -0.92 0.55 -6.47  0.22
N9 -2.95 0.51 -2.76  -0.47
C5 -2.64 -0.55 -1.91  0.68
N10 -1.99 -1.65 -2.47  -0.52
O5 -2.95 -0.43 -0.73  -0.63
H17 -3.32 1.35 -2.36  0.23
H18 -2.34 0.64 -3.51  0.24
H19 -1.37 -1.49 -3.27  0.25
H20 -1.59 -2.25 -1.81  0.29
N11 0.92 1.20 -0.94  -0.05
C6 2.11 0.58 -1.00  0.56
N12 2.91 0.81 0.02  -0.31
O6 2.45 -0.14 -1.99  -0.87
H21 0.41 1.00 -1.76  0.04
H22 0.83 2.01 -0.32  0.31
H23 3.89 0.59 -0.06  0.26
H24 2.68 1.46 0.76  0.19

Output
**ΔE to the lowest compared entry with this formula, charge and spin**: 9.4 kcal per mole
**HOMO-LUMO gap**: 10.27 eV
**E**: -1351.80066 hartree
**SMILES string**: NC(N)=O.NC(N)=O.NC(N)=O.NC(N)=O.NC(N)=O.NC(N)=O
**Largest force on an atom**: 0.054 hartree/bohr